1.
{"formula": "C8H22FeN4O8", "method": "ωB97M-V/def2-TZVPD", "homo_energy_ev": [-9.0, -8.7], "lumo_energy_ev": [0.52, 0.51], "multiplicity": 5, "energy_ev": -65374.1688, "elements": ["Fe", "N", "O", "O", "O", "N", "O", "O", "O", "C", "C", "C", "O", "C", "N", "H", "H", "H", "H", "H", "H", "H", "H", "H", "H", "H", "C", "C", "C", "O", "C", "N", "H", "H", "H", "H", "H", "H", "H", "H", "H", "H", "H"], "positions_angstrom": [[8.335, 6.837, 6.338], [7.219, 9.436, 7.292], [7.914, 10.435, 7.385], [7.707, 8.199, 7.627], [6.083, 9.537, 6.866], [9.604, 5.238, 4.459], [10.412, 5.422, 5.413], [8.440, 5.755, 4.519], [9.953, 4.637, 3.499], [12.054, 8.845, 7.955], [10.668, 8.613, 7.313], [10.819, 8.754, 5.826], [9.509, 8.574, 5.305], [9.461, 8.978, 3.942], [10.149, 7.274, 7.613], [12.741, 8.135, 7.591], [11.876, 8.733, 9.053], [12.497, 9.814, 7.869], [9.949, 9.373, 7.696], [11.439, 7.992, 5.425], [11.124, 9.703, 5.324], [8.428, 9.207, 3.650], [9.828, 8.181, 3.271], [10.056, 9.871, 3.674], [10.747, 6.564, 7.129], [10.120, 7.072, 8.623], [3.910, 6.214, 6.573], [5.409, 6.381, 6.792], [6.090, 5.083, 7.155], [7.397, 5.340, 7.732], [7.852, 4.218, 8.552], [6.200, 6.933, 5.681], [3.596, 7.031, 5.859], [3.278, 6.250, 7.482], [3.584, 5.253, 6.151], [5.475, 7.073, 7.623], [6.220, 4.479, 6.267], [5.413, 4.594, 7.887], [8.865, 4.500, 8.866], [7.829, 3.317, 7.915], [7.218, 4.139, 9.451], [6.157, 7.943, 5.703], [5.895, 6.456, 4.815]], "forces_ev_per_angstrom": [[0.64, -0.25, -0.34], [0.98, -0.24, -0.06], [0.57, -1.02, 0.62], [-1.30, 3.26, 0.21], [-0.73, -0.95, -0.09], [1.26, 0.53, 0.77], [-0.98, 0.31, 0.33], [-0.26, 0.21, 0.74], [0.03, -1.05, -1.66], [-1.88, 0.01, 1.86], [1.07, 1.65, 0.80], [-1.39, 0.80, -0.68], [-0.64, 0.29, -1.15], [-0.49, -0.43, -1.12], [0.79, -1.29, -0.73], [0.98, -1.08, -0.24], [0.54, -0.24, -0.67], [-0.07, 0.83, -0.52], [0.43, -0.65, -0.39], [0.91, -1.01, -0.33], [0.44, -0.22, 1.51], [0.16, -0.21, 0.32], [-0.12, 0.06, 0.31], [-0.11, -0.18, 0.75], [-0.44, 0.67, 0.85], [0.03, 0.32, -0.75], [-1.10, 0.32, -1.10], [0.29, -0.01, 0.43], [-0.53, 0.14, 1.33], [-0.71, -0.75, 0.19], [-0.05, 1.07, -0.74], [-0.53, -0.91, -0.15], [0.02, -0.85, 0.87], [0.70, 0.47, -0.20], [0.49, 0.12, -0.40], [0.50, 0.11, 0.13], [-0.06, -0.45, -0.24], [0.70, -0.18, -0.21], [-0.23, -0.39, -0.19], [0.17, 0.17, 0.58], [0.10, -0.13, -0.46], [-0.68, 0.19, -0.59], [0.51, 0.98, 0.42]]}



2.
{"formula": "C8H22N2O10P2Sn", "method": "ωB97M-V/def2-TZVPD", "total_charge": -4, "homo_energy_ev": 6.0, "lumo_energy_ev": 7.91, "energy_ev": -56506.6541, "elements": ["Sn", "P", "O", "O", "O", "O", "P", "O", "O", "O", "O", "C", "C", "C", "O", "C", "N", "H", "H", "H", "H", "H", "H", "H", "H", "H", "H", "H", "C", "C", "C", "O", "C", "N", "H", "H", "H", "H", "H", "H", "H", "H", "H", "H", "H"], "positions_angstrom": [[-0.643, -0.205, -2.134], [0.773, 2.554, -3.625], [0.978, 3.086, -2.125], [1.413, 3.611, -4.539], [-0.784, 2.318, -3.813], [1.532, 1.187, -3.575], [-3.018, 1.198, -0.116], [-3.042, -0.313, -0.148], [-3.922, 1.692, 1.021], [-3.516, 1.635, -1.503], [-1.556, 1.732, -0.070], [-2.420, -3.471, 1.460], [-1.383, -3.235, 0.332], [-1.943, -3.637, -1.104], [-0.952, -3.305, -2.052], [-1.210, -3.897, -3.312], [-1.074, -1.838, 0.512], [-2.855, -4.462, 1.333], [-3.197, -2.731, 1.267], [-1.898, -3.372, 2.412], [-0.498, -3.837, 0.538], [-2.845, -3.086, -1.370], [-2.072, -4.718, -1.155], [-0.936, -4.952, -3.312], [-0.698, -3.402, -4.137], [-2.273, -3.891, -3.552], [-1.060, -1.781, 1.520], [-1.879, -1.260, 0.317], [1.183, 0.785, 2.300], [1.452, 2.015, 1.504], [2.898, 2.614, 1.535], [3.269, 3.064, 2.855], [4.534, 3.605, 2.886], [1.140, 1.628, 0.113], [1.863, -0.033, 2.063], [0.182, 0.368, 2.186], [1.341, 0.907, 3.371], [0.792, 2.850, 1.742], [2.912, 3.450, 0.836], [3.612, 1.922, 1.087], [5.238, 3.162, 2.181], [4.838, 3.513, 3.928], [4.339, 4.665, 2.721], [1.243, 2.376, -0.559], [0.142, 1.489, 0.180]], "forces_ev_per_angstrom": [[-0.30, 5.10, 0.31], [-0.14, 2.02, 4.01], [-0.20, -0.03, -1.08], [-0.25, -0.60, -1.23], [0.96, -1.42, -0.35], [-0.48, -2.21, -0.62], [-1.69, 3.13, -1.87], [0.80, -4.36, 0.20], [0.22, 0.23, 0.86], [-0.68, -0.05, -0.61], [1.38, -1.42, 0.46], [-0.08, -1.11, -1.65], [-1.51, 0.10, -0.12], [1.14, 0.91, 1.49], [0.52, -0.20, -1.14], [-0.34, 0.06, 0.35], [2.56, -1.30, -0.14], [-0.26, -0.50, 0.49], [-0.04, 0.18, 0.52], [-0.36, 0.04, 0.09], [0.27, -0.33, -0.28], [-0.34, 0.00, 0.34], [-0.41, -0.37, 0.26], [0.31, -0.38, 0.08], [0.25, 0.27, 0.37], [-0.32, 0.28, 0.01], [0.73, 0.72, 0.24], [-1.85, 1.56, -0.94], [0.46, -0.82, 1.64], [0.71, 0.52, -2.06], [-1.49, -0.31, -0.22], [-0.68, -1.72, -0.52], [-0.87, 0.86, 0.77], [1.35, -0.89, 1.88], [0.23, 0.01, -0.58], [-0.13, 0.46, -0.39], [-0.09, 0.38, 0.52], [-0.28, 0.09, 0.69], [-0.23, 0.38, 0.00], [0.31, -0.54, 0.46], [0.14, 0.01, -0.03], [0.69, -0.09, 0.09], [1.00, 0.57, -0.48], [-0.01, 0.74, -1.35], [-0.98, 0.05, -0.52]]}



What did the first record say?
{"formula": "C8H22FeN4O8", "method": "ωB97M-V/def2-TZVPD", "homo_energy_ev": [-9.0, -8.7], "lumo_energy_ev": [0.52, 0.51], "multiplicity": 5, "energy_ev": -65374.1688, "elements": ["Fe", "N", "O", "O", "O", "N", "O", "O", "O", "C", "C", "C", "O", "C", "N", "H", "H", "H", "H", "H", "H", "H", "H", "H", "H", "H", "C", "C", "C", "O", "C", "N", "H", "H", "H", "H", "H", "H", "H", "H", "H", "H", "H"], "positions_angstrom": [[8.335, 6.837, 6.338], [7.219, 9.436, 7.292], [7.914, 10.435, 7.385], [7.707, 8.199, 7.627], [6.083, 9.537, 6.866], [9.604, 5.238, 4.459], [10.412, 5.422, 5.413], [8.440, 5.755, 4.519], [9.953, 4.637, 3.499], [12.054, 8.845, 7.955], [10.668, 8.613, 7.313], [10.819, 8.754, 5.826], [9.509, 8.574, 5.305], [9.461, 8.978, 3.942], [10.149, 7.274, 7.613], [12.741, 8.135, 7.591], [11.876, 8.733, 9.053], [12.497, 9.814, 7.869], [9.949, 9.373, 7.696], [11.439, 7.992, 5.425], [11.124, 9.703, 5.324], [8.428, 9.207, 3.650], [9.828, 8.181, 3.271], [10.056, 9.871, 3.674], [10.747, 6.564, 7.129], [10.120, 7.072, 8.623], [3.910, 6.214, 6.573], [5.409, 6.381, 6.792], [6.090, 5.083, 7.155], [7.397, 5.340, 7.732], [7.852, 4.218, 8.552], [6.200, 6.933, 5.681], [3.596, 7.031, 5.859], [3.278, 6.250, 7.482], [3.584, 5.253, 6.151], [5.475, 7.073, 7.623], [6.220, 4.479, 6.267], [5.413, 4.594, 7.887], [8.865, 4.500, 8.866], [7.829, 3.317, 7.915], [7.218, 4.139, 9.451], [6.157, 7.943, 5.703], [5.895, 6.456, 4.815]], "forces_ev_per_angstrom": [[0.64, -0.25, -0.34], [0.98, -0.24, -0.06], [0.57, -1.02, 0.62], [-1.30, 3.26, 0.21], [-0.73, -0.95, -0.09], [1.26, 0.53, 0.77], [-0.98, 0.31, 0.33], [-0.26, 0.21, 0.74], [0.03, -1.05, -1.66], [-1.88, 0.01, 1.86], [1.07, 1.65, 0.80], [-1.39, 0.80, -0.68], [-0.64, 0.29, -1.15], [-0.49, -0.43, -1.12], [0.79, -1.29, -0.73], [0.98, -1.08, -0.24], [0.54, -0.24, -0.67], [-0.07, 0.83, -0.52], [0.43, -0.65, -0.39], [0.91, -1.01, -0.33], [0.44, -0.22, 1.51], [0.16, -0.21, 0.32], [-0.12, 0.06, 0.31], [-0.11, -0.18, 0.75], [-0.44, 0.67, 0.85], [0.03, 0.32, -0.75], [-1.10, 0.32, -1.10], [0.29, -0.01, 0.43], [-0.53, 0.14, 1.33], [-0.71, -0.75, 0.19], [-0.05, 1.07, -0.74], [-0.53, -0.91, -0.15], [0.02, -0.85, 0.87], [0.70, 0.47, -0.20], [0.49, 0.12, -0.40], [0.50, 0.11, 0.13], [-0.06, -0.45, -0.24], [0.70, -0.18, -0.21], [-0.23, -0.39, -0.19], [0.17, 0.17, 0.58], [0.10, -0.13, -0.46], [-0.68, 0.19, -0.59], [0.51, 0.98, 0.42]]}